Density functional theory data (ωB97M-V/def2-TZVPD) for the ion C3H6BrClN3 with charge +1.

Last columns: bonded neighbours and bond lengths (Å).
Element x y z (Å)
1 C 0.596 1.677 -0.389  N4 1.255, N6 1.367, H9 1.197
2 C -0.550 -0.948 -0.938  N5 1.322, Cl7 1.700, H10 1.031
3 C -0.477 -1.334 1.439  N5 1.424, H11 1.115, H12 1.145, H13 1.175
4 N 0.376 1.532 -1.616  C1 1.255, Br8 1.810
5 N -0.225 -0.547 0.279  C2 1.322, C3 1.424, N6 1.391
6 N 0.397 0.675 0.519  C1 1.367, N5 1.391, H14 0.990
7 Cl -1.220 -2.462 -1.327  C2 1.700
8 Br 0.807 2.874 -2.751  N4 1.810
9 H 1.094 2.701 -0.020  C1 1.197
10 H -0.249 -0.263 -1.646  C2 1.031
11 H 0.387 -1.518 2.120  C3 1.115
12 H -1.388 -0.852 1.937  C3 1.145
13 H -0.500 -2.457 1.094  C3 1.175
14 H 0.951 0.922 1.300  N6 0.990

SMILES   C/[N+](=C\Cl)N/C=N/Br
M   199.5 Da
Energy   -90232.85763 eV
Highest occupied orbital energy   -13.336 eV
Kohn-Sham gap   8.4 eV
Total charge   +1